(1)
{"formula": "C28H26AlBr4Cl8F21KNO11", "method": "the ωB97M-V functional and the def2-TZVPD basis", "lumo_ev": -3.86, "homo_ev": -5.480, "homo_lumo_gap_ev": 1.617, "total_charge": 0, "symbols": ["O", "C", "O", "C", "C", "C", "C", "O", "C", "C", "F", "F", "F", "N", "C", "C", "F", "F", "C", "F", "F", "C", "F", "F", "C", "F", "F", "C", "F", "F", "C", "F", "F", "C", "F", "F", "C", "F", "F", "F", "O", "C", "C", "C", "O", "Cl", "H", "H", "H", "H", "H", "H", "H", "H", "H", "H", "H", "H", "H", "H", "H", "C", "Cl", "Cl", "Cl", "Cl", "F", "Al", "Br", "C", "C", "C", "O", "C", "O", "O", "H", "H", "H", "H", "H", "H", "Cl", "C", "C", "Cl", "H", "H", "H", "H", "Cl", "C", "O", "O", "O", "K", "C", "Br", "Br", "Br", "H"], "xyz": [[2.728, 8.243, -0.985], [2.102, 7.063, -0.716], [1.308, 7.007, 0.520], [2.362, 5.843, -1.778], [1.750, 4.390, -1.348], [0.141, 4.132, -1.264], [-0.813, 5.404, -1.640], [-1.399, 5.975, -0.391], [-2.598, 5.155, -0.038], [-2.937, 5.238, 1.585], [-4.289, 5.837, 1.711], [-1.851, 6.018, 2.233], [-2.893, 3.863, 2.203], [2.211, 3.385, -2.425], [3.139, 2.293, -1.929], [2.525, 0.790, -1.611], [1.024, 0.962, -1.647], [2.910, 0.464, -0.219], [2.906, -0.346, -2.727], [2.141, -0.066, -3.970], [4.354, -0.103, -3.083], [2.828, -1.898, -2.205], [3.292, -2.742, -3.370], [3.854, -2.164, -1.127], [1.321, -2.413, -1.788], [0.253, -1.963, -2.755], [0.991, -1.745, -0.494], [1.166, -4.052, -1.695], [2.441, -4.737, -1.262], [0.964, -4.516, -3.119], [-0.158, -4.568, -0.874], [-0.702, -5.732, -1.669], [-1.280, -3.576, -0.833], [0.135, -5.153, 0.627], [-1.209, -5.574, 1.175], [0.956, -6.417, 0.638], [0.736, -4.071, 1.700], [0.767, -4.782, 3.033], [-0.224, -2.929, 1.906], [2.129, -3.637, 1.446], [3.502, 2.785, -0.585], [2.343, 3.577, -0.054], [3.050, 4.382, 1.185], [3.727, 3.274, 2.224], [2.906, 2.411, 2.867], [5.580, 3.214, 2.496], [1.464, 7.860, 1.038], [3.547, 5.733, -1.871], [2.013, 6.187, -2.866], [-0.247, 3.203, -1.894], [-0.099, 3.853, -0.128], [-0.340, 6.205, -2.347], [-1.747, 4.959, -2.234], [-2.468, 4.014, -0.280], [-3.522, 5.533, -0.657], [2.885, 3.984, -2.990], [1.513, 3.133, -3.177], [4.134, 2.389, -2.536], [1.676, 2.694, 0.390], [2.234, 4.953, 1.836], [3.831, 5.210, 0.850], [-4.697, -4.279, 2.527], [-4.244, -3.274, 3.927], [-6.023, -5.376, 2.988], [-5.233, -3.228, 1.191], [-3.289, -5.236, 2.002], [-1.348, -6.072, -3.857], [0.889, 4.478, -3.665], [-4.406, -7.302, 4.045], [-11.223, -2.143, 2.562], [-10.340, -3.364, 2.721], [-10.170, -3.790, 4.148], [-8.896, -4.406, 4.139], [-8.190, -3.817, 3.128], [-6.988, -3.936, 2.966], [-9.009, -3.072, 2.326], [-11.357, -1.907, 1.501], [-12.208, -2.304, 3.010], [-10.763, -1.262, 3.022], [-10.709, -4.186, 2.096], [-10.940, -4.500, 4.463], [-10.146, -2.953, 4.853], [7.292, 0.993, -2.610], [7.116, -0.606, -1.848], [8.266, -1.539, -2.195], [8.248, -2.018, -3.911], [6.152, -1.024, -2.153], [7.087, -0.440, -0.766], [8.188, -2.459, -1.609], [9.236, -1.079, -1.982], [-2.073, -7.670, 2.301], [1.679, -3.912, -5.970], [0.593, -4.419, -5.734], [2.769, -4.485, -5.873], [1.854, -2.746, -6.344], [4.180, -5.303, -6.974], [3.861, 2.038, 6.397], [5.136, 3.489, 6.168], [4.748, 0.315, 6.570], [2.640, 2.374, 7.873], [3.257, 1.996, 5.485]]}



(2)
{"formula": "C28H26As2BrF4IrP", "method": "the ωB97M-V functional and the def2-TZVPD basis", "lumo_ev": -11.08, "homo_ev": -17.828, "homo_lumo_gap_ev": 6.745, "total_charge": 3, "e_above_lowest_kcal_mol": 0.0, "symbols": ["Ir", "C", "As", "C", "C", "C", "C", "C", "C", "C", "As", "C", "C", "H", "H", "H", "H", "H", "H", "H", "H", "H", "H", "H", "H", "H", "H", "H", "H", "F", "C", "C", "F", "C", "F", "C", "P", "C", "C", "C", "C", "C", "C", "C", "C", "C", "C", "C", "C", "C", "Br", "C", "F", "H", "H", "H", "H", "H", "H", "H", "H", "H", "H"], "xyz": [[-0.651, -1.600, -0.929], [2.123, -2.551, -2.867], [1.684, -1.312, -1.455], [3.001, -1.606, -0.103], [1.962, 0.460, -2.121], [3.203, 1.088, -2.119], [3.315, 2.360, -2.669], [2.204, 2.991, -3.219], [0.964, 2.362, -3.225], [0.851, 1.096, -2.664], [-0.774, 0.097, -2.639], [-0.980, -0.737, -4.363], [-2.257, 1.297, -2.535], [3.086, -2.209, -3.249], [1.387, -2.530, -3.664], [2.212, -3.563, -2.476], [3.948, -1.682, -0.641], [2.816, -2.536, 0.426], [3.004, -0.766, 0.587], [4.082, 0.610, -1.704], [4.275, 2.858, -2.671], [2.303, 3.980, -3.647], [0.112, 2.870, -3.659], [-0.909, 0.095, -5.067], [-1.953, -1.217, -4.448], [-0.189, -1.452, -4.564], [-2.163, 1.951, -3.404], [-2.228, 1.871, -1.619], [-3.188, 0.737, -2.612], [-4.678, -3.095, 4.561], [-3.829, -2.513, 3.762], [-3.190, -1.342, 4.148], [-3.438, -0.813, 5.318], [-2.282, -0.733, 3.285], [-1.684, 0.378, 3.689], [-1.999, -1.259, 2.032], [-0.749, -0.453, 1.002], [0.743, -0.664, 1.944], [1.454, 0.400, 2.512], [2.514, 0.125, 3.365], [2.851, -1.186, 3.672], [2.127, -2.247, 3.132], [1.080, -1.987, 2.270], [-1.237, 1.225, 0.749], [-0.289, 2.171, 0.327], [-0.665, 3.498, 0.205], [-1.973, 3.883, 0.488], [-2.921, 2.942, 0.875], [-2.559, 1.611, 1.004], [-2.653, -2.436, 1.689], [-2.252, -3.272, 0.023], [-3.550, -3.074, 2.512], [-4.135, -4.195, 2.148], [1.167, 1.425, 2.336], [3.061, 0.942, 3.816], [3.666, -1.387, 4.354], [2.377, -3.265, 3.398], [0.501, -2.819, 1.878], [0.727, 1.878, 0.096], [0.063, 4.240, -0.094], [-2.255, 4.925, 0.408], [-3.936, 3.250, 1.088], [-3.295, 0.886, 1.327]]}



(3)
{"formula": "C28H26BBrN6O4S2Zn", "method": "the ωB97M-V functional and the def2-TZVPD basis", "lumo_ev": -1.94, "homo_ev": -6.188, "homo_lumo_gap_ev": 4.249, "total_charge": 0, "symbols": ["Zn", "C", "N", "C", "C", "N", "B", "N", "C", "C", "N", "C", "C", "S", "C", "S", "H", "H", "H", "H", "H", "H", "H", "H", "H", "H", "H", "H", "O", "C", "O", "C", "C", "C", "C", "C", "C", "N", "C", "C", "C", "C", "C", "C", "N", "H", "H", "H", "H", "H", "H", "H", "H", "H", "H", "Br", "C", "C", "C", "C", "C", "C", "C", "O", "O", "H", "H", "H", "H"], "xyz": [[12.034, 11.385, 10.977], [11.327, 15.000, 11.586], [12.822, 14.750, 11.815], [13.659, 15.548, 12.661], [14.934, 15.096, 12.469], [14.914, 14.051, 11.515], [16.103, 13.168, 10.984], [16.326, 13.457, 9.516], [16.132, 14.688, 8.869], [16.346, 14.523, 7.550], [16.601, 13.178, 7.320], [16.586, 12.487, 6.035], [16.663, 12.527, 8.536], [16.942, 10.880, 8.598], [13.594, 13.884, 11.139], [13.188, 12.906, 9.861], [10.761, 14.411, 12.326], [11.224, 14.606, 10.574], [11.100, 16.038, 11.574], [13.205, 16.199, 13.401], [15.852, 15.348, 12.947], [17.055, 13.433, 11.658], [15.890, 11.951, 11.054], [15.849, 15.526, 9.518], [16.179, 15.264, 6.793], [16.156, 11.518, 6.194], [17.617, 12.420, 5.752], [16.013, 13.137, 5.320], [5.401, 15.276, 8.210], [5.943, 15.033, 9.411], [5.461, 15.467, 10.455], [7.166, 14.092, 9.467], [7.254, 13.194, 10.569], [8.258, 12.245, 10.619], [9.248, 12.246, 9.611], [9.136, 13.127, 8.571], [8.132, 14.050, 8.426], [10.282, 11.319, 9.678], [10.237, 10.169, 9.074], [11.165, 9.117, 9.421], [11.162, 7.806, 8.859], [12.165, 6.926, 9.189], [13.176, 7.332, 10.085], [13.062, 8.572, 10.650], [12.109, 9.465, 10.318], [6.023, 15.075, 7.470], [6.491, 13.357, 11.312], [8.332, 11.488, 11.393], [9.876, 13.101, 7.731], [8.035, 14.732, 7.575], [9.460, 9.926, 8.366], [10.413, 7.583, 8.140], [12.101, 5.996, 8.649], [13.792, 6.563, 10.474], [13.699, 8.917, 11.494], [9.434, 9.949, 14.532], [11.061, 10.160, 15.496], [11.077, 9.567, 16.768], [12.275, 9.128, 17.302], [13.466, 9.322, 16.619], [13.501, 10.073, 15.397], [12.253, 10.471, 14.856], [12.324, 11.051, 13.459], [11.408, 11.794, 12.950], [13.361, 10.722, 12.804], [10.133, 9.360, 17.231], [12.301, 8.486, 18.152], [14.396, 8.990, 17.127], [14.427, 10.318, 14.840]]}



(4)
{"formula": "C28H26BNO13", "method": "the ωB97M-V functional and the def2-TZVPD basis", "lumo_ev": -1.62, "homo_ev": -9.732, "homo_lumo_gap_ev": 8.112, "total_charge": 0, "symbols": ["C", "C", "O", "N", "B", "O", "O", "C", "C", "O", "O", "H", "H", "H", "H", "H", "H", "H", "H", "H", "H", "C", "C", "C", "O", "C", "C", "C", "O", "H", "H", "H", "H", "C", "C", "C", "O", "C", "C", "C", "O", "H", "H", "H", "H", "C", "C", "C", "O", "C", "C", "C", "O", "H", "H", "H", "H", "C", "C", "C", "O", "C", "C", "C", "O", "H", "H", "H", "H"], "xyz": [[2.414, -4.278, 7.854], [2.741, -4.282, 6.380], [1.877, -5.227, 5.719], [1.490, -4.738, 4.438], [0.145, -4.095, 4.641], [0.184, -2.781, 4.976], [-1.022, -4.805, 4.579], [-1.454, -5.511, 5.740], [1.607, -5.643, 3.416], [0.982, -5.487, 2.403], [2.539, -6.614, 3.590], [2.803, -5.167, 8.349], [1.333, -4.273, 7.996], [2.829, -3.392, 8.332], [3.773, -4.592, 6.199], [2.602, -3.300, 5.932], [-0.702, -2.404, 5.025], [-2.412, -5.965, 5.502], [-1.580, -4.836, 6.590], [-0.743, -6.293, 6.012], [2.260, -7.239, 4.269], [3.273, -3.173, 0.171], [1.994, -3.463, -0.054], [1.211, -2.719, -1.074], [0.042, -2.971, -1.280], [1.910, -1.652, -1.834], [3.189, -1.364, -1.611], [3.970, -2.101, -0.584], [5.132, -1.831, -0.367], [3.866, -3.696, 0.911], [1.474, -4.241, 0.492], [1.318, -1.125, -2.572], [3.714, -0.585, -2.152], [0.787, 4.113, -1.674], [1.415, 3.231, -2.447], [2.523, 2.406, -1.913], [3.101, 1.591, -2.600], [2.906, 2.595, -0.487], [2.269, 3.471, 0.285], [1.155, 4.294, -0.252], [0.556, 5.079, 0.457], [-0.029, 4.721, -2.042], [1.123, 3.083, -3.477], [3.718, 1.977, -0.126], [2.517, 3.625, 1.327], [-4.479, 3.521, -2.156], [-5.486, 3.746, -1.318], [-5.275, 4.477, -0.040], [-6.193, 4.680, 0.723], [-3.898, 4.945, 0.263], [-2.889, 4.722, -0.575], [-3.105, 3.994, -1.851], [-2.188, 3.789, -2.619], [-4.602, 2.990, -3.091], [-6.498, 3.414, -1.514], [-3.771, 5.471, 1.200], [-1.877, 5.051, -0.364], [-1.998, 2.092, -7.834], [-1.002, 2.253, -6.968], [-0.970, 3.414, -6.045], [-0.066, 3.564, -5.251], [-2.090, 4.386, -6.116], [-3.086, 4.224, -6.982], [-3.120, 3.064, -7.910], [-4.029, 2.914, -8.696], [-2.048, 1.255, -8.520], [-0.173, 1.560, -6.890], [-2.040, 5.216, -5.424], [-3.916, 4.915, -7.058]]}